Below is C16H13ClN4O3S in the gas phase in a non-equilibrium geometry, with properties calculated with ωB97M-V/def2-TZVPD.

Structure (XYZ):
```
38
Properties=species:S:1:pos:R:3:forces:R:3:mulliken_charge:R:1
C 1.073 3.776 4.442 0.25 -0.02 0.08 -1.33
C 1.398 2.437 3.820 -0.30 0.37 0.12 0.79
O 2.469 1.893 3.922 0.29 -0.13 0.02 -0.59
N 0.327 1.917 3.131 -0.40 0.13 -0.07 -0.17
C 0.236 0.722 2.428 0.11 -0.39 -0.18 0.92
C 1.315 -0.152 2.282 0.12 0.02 0.10 -0.34
C 1.164 -1.311 1.544 -0.09 -0.07 0.02 -0.56
C -0.055 -1.601 0.963 0.03 -0.65 -0.34 -0.33
S -0.242 -3.033 -0.083 -0.26 0.04 -0.13 1.34
O -1.390 -3.794 0.303 -0.33 0.10 0.04 -0.72
O 0.996 -3.719 -0.242 0.12 0.21 0.15 -0.60
N -0.731 -2.324 -1.582 0.22 -0.96 0.62 -0.30
C -0.621 -0.974 -1.792 -0.23 1.17 -0.34 -0.16
N -1.695 -0.299 -2.115 0.23 -0.68 0.16 -0.56
C -1.600 1.043 -2.258 0.48 0.30 0.07 0.47
C -2.734 1.798 -2.606 -0.03 0.22 -0.02 -0.54
C -2.641 3.162 -2.681 -0.19 -0.24 -0.04 -0.48
C -1.428 3.818 -2.420 0.30 0.06 0.09 -0.48
C -0.304 3.107 -2.091 -0.17 0.15 -0.06 -0.61
C -0.370 1.706 -2.014 -0.55 -0.24 -0.12 0.48
N 0.746 0.986 -1.746 0.28 -0.50 0.12 -0.58
C 0.639 -0.301 -1.668 -0.09 0.78 -0.17 0.70
Cl 2.066 -1.221 -1.458 0.45 0.04 -0.29 -0.11
C -1.144 -0.764 1.126 -0.11 0.16 0.18 -0.65
C -0.997 0.399 1.853 0.03 -0.09 -0.04 -0.84
H 0.792 4.491 3.672 -0.06 0.07 -0.04 0.33
H 1.948 4.145 4.969 0.00 -0.02 -0.01 0.36
H 0.250 3.675 5.146 -0.09 0.02 0.04 0.34
H -0.520 2.469 3.135 0.21 -0.04 0.04 0.21
H 2.260 0.089 2.738 -0.01 -0.02 -0.01 0.54
H 1.985 -1.995 1.405 0.14 0.00 0.00 0.51
H -1.660 -2.662 -1.806 -0.08 -0.02 0.09 0.43
H -3.658 1.277 -2.798 -0.10 -0.06 -0.01 0.46
H -3.509 3.748 -2.946 -0.08 0.02 -0.02 0.39
H -1.386 4.895 -2.487 0.03 0.08 0.00 0.39
H 0.642 3.586 -1.897 0.11 0.06 0.01 0.48
H -2.093 -1.030 0.688 -0.15 0.06 -0.05 0.47
H -1.838 1.067 1.974 -0.10 0.06 0.02 0.33
```
Positions in Å, forces in eV/Å.

Values from the calculation:
Highest occupied orbital energy, eV: -9.073
SMILES string: CC(=O)Nc1ccc(S(=O)(=O)Nc2nc3ccccc3nc2Cl)cc1
F_max, eV/A: 1.24